DFT (ωB97M-V with the def2-TZVPD basis set) results for a cluster of 9 separate species, C56H51F8NO2 in total in a non-equilibrium geometry.

The value obtained for the gap between HOMO and LUMO is 8.9734 eV. The calculation puts the electronic energy at -3168.490875 Eh. Its structure (SMILES) is C=C[C@H]1CC(=O)N[C@@H]1CC=O.Fc1ccccc1.Fc1ccccc1.Fc1ccccc1.Fc1ccccc1.Fc1ccccc1.Fc1ccccc1.Fc1ccccc1.Fc1ccccc1.

Cartesian coordinates (Å):
C (0.7843, 2.6383, 3.7703)
C (0.8850, 1.5808, 2.7921)
C (0.5697, 2.0035, 1.2830)
C (1.7383, 1.5487, 0.2332)
C (1.0196, 2.1236, -1.1021)
O (1.5662, 2.6398, -2.1133)
N (-0.4495, 1.9015, -0.8882)
C (-0.6607, 1.3349, 0.5110)
C (-2.1666, 1.6342, 0.9652)
C (-2.3204, 2.2879, 2.4118)
O (-2.9048, 1.5988, 3.3269)
H (0.1784, 2.4974, 4.7244)
H (1.3106, 3.6195, 3.5081)
H (1.1337, 0.5149, 3.1216)
H (0.6503, 3.1520, 1.1861)
H (2.7943, 1.9326, 0.4562)
H (1.6977, 0.4129, 0.0119)
H (-0.7276, 2.9002, -0.7527)
H (-0.5074, 0.2148, 0.3112)
H (-2.7211, 0.6228, 1.0113)
H (-2.7560, 2.3038, 0.2360)
H (-1.8975, 3.3126, 2.6863)
F (2.4838, -0.2952, 4.9599)
C (2.4065, -1.6333, 5.0881)
C (3.3884, -2.4282, 4.5191)
C (3.3114, -3.8104, 4.6552)
C (2.2475, -4.3816, 5.3496)
C (1.2646, -3.5730, 5.9127)
C (1.3468, -2.1900, 5.7863)
H (4.2041, -1.9660, 3.9752)
H (4.0786, -4.4420, 4.2202)
H (2.1864, -5.4578, 5.4512)
H (0.4346, -4.0195, 6.4496)
H (0.5952, -1.5443, 6.2256)
F (-3.8901, -1.0094, -7.0243)
C (-3.3267, -0.5367, -5.8990)
C (-3.4593, -1.2513, -4.7176)
C (-2.8719, -0.7648, -3.5550)
C (-2.1669, 0.4369, -3.5832)
C (-2.0446, 1.1483, -4.7727)
C (-2.6231, 0.6559, -5.9388)
H (-4.0181, -2.1800, -4.7130)
H (-2.9633, -1.3202, -2.6275)
H (-1.7118, 0.8185, -2.6741)
H (-1.4991, 2.0856, -4.7922)
H (-2.5301, 1.1924, -6.8757)
F (0.8897, -6.6640, 4.2265)
C (1.3920, -7.0399, 3.0380)
C (1.8834, -6.0760, 2.1715)
C (2.4079, -6.4658, 0.9434)
C (2.4250, -7.8133, 0.5918)
C (1.9241, -8.7716, 1.4682)
C (1.4095, -8.3839, 2.7010)
H (1.8541, -5.0315, 2.4590)
H (2.8020, -5.7207, 0.2607)
H (2.8302, -8.1160, -0.3684)
H (1.9343, -9.8203, 1.1912)
H (1.0234, -9.1172, 3.3993)
F (6.2596, 4.6408, 5.5740)
C (5.5967, 3.6927, 6.2559)
C (4.8045, 2.7873, 5.5674)
C (4.1215, 1.8017, 6.2731)
C (4.2306, 1.7404, 7.6606)
C (5.0252, 2.6583, 8.3417)
C (5.7169, 3.6369, 7.6354)
H (4.7256, 2.8561, 4.4885)
H (3.5046, 1.0830, 5.7432)
H (3.6941, 0.9741, 8.2111)
H (5.1058, 2.6115, 9.4225)
H (6.3470, 4.3540, 8.1483)
F (-4.2727, 2.8119, -5.2694)
C (-4.8529, 3.4726, -6.2840)
C (-5.0130, 2.8391, -7.5069)
C (-5.6188, 3.5229, -8.5560)
C (-6.0477, 4.8353, -8.3737)
C (-5.8772, 5.4627, -7.1431)
C (-5.2816, 4.7763, -6.0901)
H (-4.6659, 1.8204, -7.6326)
H (-5.7561, 3.0342, -9.5145)
H (-6.5163, 5.3693, -9.1942)
H (-6.2082, 6.4864, -7.0040)
H (-5.1489, 5.2462, -5.1227)
F (0.6908, -5.5967, -4.4759)
C (0.1122, -4.9366, -5.4926)
C (-0.0446, -5.5716, -6.7146)
C (-0.6484, -4.8896, -7.7659)
C (-1.0786, -3.5770, -7.5862)
C (-0.9112, -2.9479, -6.3558)
C (-0.3176, -3.6331, -5.3010)
H (0.3039, -6.5904, -6.8379)
H (-0.7831, -5.3795, -8.7242)
H (-1.5456, -3.0442, -8.4083)
H (-1.2432, -1.9242, -6.2184)
H (-0.1873, -3.1620, -4.3336)
F (-6.4416, 7.6358, 3.6215)
C (-6.2783, 6.4040, 3.1145)
C (-6.3572, 6.2165, 1.7433)
C (-6.1827, 4.9402, 1.2175)
C (-5.9424, 3.8654, 2.0703)
C (-5.8697, 4.0651, 3.4448)
C (-6.0329, 5.3421, 3.9710)
H (-6.5534, 7.0638, 1.0967)
H (-6.2350, 4.7830, 0.1455)
H (-5.8112, 2.8685, 1.6615)
H (-5.6869, 3.2248, 4.1060)
H (-5.9702, 5.5173, 5.0386)
F (3.8024, -1.6387, 1.2505)
C (4.8269, -1.2577, 0.4681)
C (5.2393, 0.0652, 0.4834)
C (6.3025, 0.4593, -0.3219)
C (6.9343, -0.4725, -1.1417)
C (6.5083, -1.7977, -1.1526)
C (5.4520, -2.1945, -0.3391)
H (4.7303, 0.7778, 1.1218)
H (6.6380, 1.4906, -0.3116)
H (7.7610, -0.1636, -1.7732)
H (6.9987, -2.5213, -1.7948)
H (5.1129, -3.2237, -0.3283)

Forces on the atoms, in the same order (eV/Å):
0.2 -2.2 -2.1
-0.9 2.7 1.3
3.4 -1.3 0.2
-1.4 0.2 -1.3
2.1 0.2 -1.4
-2.7 -1.9 3.9
1.5 2.0 0.6
0.2 0.6 -0.9
-0.5 -0.2 0.7
-1.7 -3.4 2.7
2.4 3.2 -3.8
2.0 0.0 -0.7
-1.9 -0.9 0.2
-1.5 1.3 -0.7
-0.9 -1.7 0.4
-1.7 -0.5 -0.6
0.4 1.6 0.8
-0.3 -0.8 -0.8
-0.2 1.5 1.1
0.8 1.7 0.1
1.2 -0.9 0.8
-0.5 -1.1 -0.7
-0.3 0.0 -0.2
-0.1 -1.1 0.1
0.2 0.2 -0.1
-0.3 0.1 0.2
0.2 0.0 0.1
0.3 0.0 -0.2
-0.1 0.2 0.0
-0.1 0.0 0.0
-0.1 0.1 0.0
0.1 0.2 0.1
0.1 0.1 0.0
0.0 0.0 0.0
-0.1 -0.1 -0.2
0.3 0.4 0.8
-0.2 -0.2 0.0
0.0 0.2 -0.3
0.1 0.0 0.1
0.0 -0.4 0.1
0.1 -0.2 -0.2
0.0 0.0 -0.1
0.0 0.0 -0.1
0.0 0.0 -0.2
-0.1 -0.1 0.0
0.0 0.0 0.0
-0.3 -0.2 0.0
0.3 -0.3 -0.8
0.0 0.2 0.1
-0.1 -0.3 0.1
0.0 0.0 -0.1
0.0 0.3 0.0
-0.1 -0.1 0.2
0.0 -0.1 0.0
-0.1 0.0 0.1
-0.1 0.0 0.1
0.0 0.1 0.1
0.0 0.1 0.0
0.1 0.1 -0.1
-0.4 -0.6 0.4
0.0 0.1 -0.1
0.1 0.1 0.2
0.0 0.0 0.0
-0.1 -0.1 -0.3
0.1 0.1 0.1
0.0 0.0 0.1
0.3 0.4 0.2
0.1 0.1 -0.1
0.0 0.0 -0.1
0.0 0.0 -0.1
-0.2 0.2 0.1
-0.3 0.4 -0.5
0.1 -0.2 0.0
0.0 0.3 0.3
0.0 0.0 -0.1
0.1 -0.3 -0.1
0.0 0.1 0.2
-0.1 0.0 0.0
0.0 0.0 0.1
0.1 -0.1 0.1
0.0 -0.1 0.0
0.0 -0.1 0.0
0.1 -0.1 0.1
-0.4 0.4 -0.6
0.1 -0.2 0.0
0.0 0.2 0.3
0.0 0.0 -0.1
0.1 -0.2 -0.2
0.1 0.0 0.2
0.0 0.1 0.1
0.0 0.0 0.1
0.0 0.0 0.1
0.1 -0.2 0.0
0.0 0.0 0.0
0.0 0.1 0.0
0.1 -0.7 -0.3
0.0 0.2 -0.1
0.0 0.0 0.3
0.0 0.0 -0.1
0.0 0.1 -0.2
0.0 0.1 0.1
0.0 0.0 0.1
0.0 0.1 0.1
0.0 0.1 0.1
0.0 0.1 -0.1
0.0 0.0 -0.1
-0.2 0.0 0.1
0.7 0.2 -0.5
-0.1 0.1 0.1
0.0 -0.3 -0.1
0.0 0.0 0.0
-0.1 0.3 0.2
-0.1 -0.2 0.0
0.0 -0.1 0.0
-0.1 -0.1 0.0
-0.1 0.0 0.1
-0.1 0.0 0.1
0.0 0.1 0.0